Entry 1:
This record from OMol25 describes a molecular structure, C45H52As3F12N2O2TeV. The level of theory is ωB97M-V with the def2-TZVPD basis set.

Cartesian coordinates (Å):
V: 1.28345 -1.03807 -0.51901
C: 7.07932 2.36682 1.49998
C: 5.93146 1.43159 1.36825
C: 5.61446 0.50260 2.33692
C: 4.53674 -0.35148 2.17097
C: 3.65202 -0.21194 1.09370
N: 2.42742 -0.86914 1.12816
C: 1.91496 -1.53697 2.25690
C: 1.90113 -0.85923 3.49140
C: 1.49313 -1.45131 4.66596
C: 1.05123 -2.77560 4.64798
C: 0.63683 -3.45849 5.91019
C: 1.02012 -3.46155 3.43667
C: 1.39760 -2.86051 2.24859
C: 1.30655 -3.67989 0.95302
O: 1.31258 -2.91933 -0.20097
C: 0.02904 -4.54146 0.84361
F: -0.07666 -5.48898 1.80546
F: -0.10262 -5.21084 -0.33769
F: -1.09737 -3.79271 0.96372
C: 2.53745 -4.59128 0.87723
F: 3.65499 -3.81820 0.87833
F: 2.65885 -5.40134 1.94743
F: 2.62734 -5.33535 -0.24911
C: 4.08093 0.64923 -0.01116
C: 5.11296 1.52324 0.22099
C: 3.32872 0.57028 -1.31184
O: 1.95103 0.69329 -1.04207
C: 3.50161 -0.82628 -2.00494
F: 3.72473 -1.84541 -1.12516
F: 4.53696 -0.88350 -2.84903
F: 2.32990 -1.18067 -2.68059
C: 3.70844 1.63115 -2.33357
F: 3.36523 2.89554 -1.92384
F: 3.07364 1.46128 -3.53910
F: 5.03400 1.70577 -2.57156
H: 7.60657 2.21446 2.44301
H: 7.77727 2.29550 0.66585
H: 6.73232 3.41921 1.49183
H: 6.20343 0.40971 3.24739
H: 4.32445 -1.14125 2.88163
H: 2.29994 0.13781 3.53334
H: 1.48903 -0.88961 5.58823
H: 0.90970 -2.84425 6.77396
H: -0.45322 -3.64241 5.93762
H: 1.13292 -4.43044 6.00234
H: 0.67927 -4.48113 3.41742
H: 5.33781 2.29901 -0.49607
C: 2.00261 3.70220 1.39180
As: 0.62877 2.24948 1.22265
C: 0.23773 2.33308 3.21069
C: -1.01338 3.35805 0.83045
C: -1.29846 3.94886 -0.54044
C: -0.06005 4.69033 -1.09975
C: -1.85330 2.99252 -1.60412
As: -0.77384 1.38384 -2.20054
C: 0.25760 2.28496 -3.68696
C: -2.17374 0.80521 -3.51106
C: -2.35084 5.06255 -0.36261
As: -4.15784 4.77360 0.57032
C: -4.66731 2.85794 0.27543
C: -3.58866 4.56773 2.48568
H: 1.57507 4.62508 1.83666
H: 2.42073 3.88178 0.40824
H: 2.77179 3.29374 2.05823
H: -0.01550 3.35545 3.51196
H: 1.12445 1.98798 3.74660
H: -0.58858 1.66099 3.46450
H: -0.97060 4.18249 1.59087
H: -1.84067 2.67559 1.12703
H: 0.79455 4.04346 -1.24194
H: 0.26598 5.49035 -0.42462
H: -0.28617 5.12798 -2.08853
H: -2.04298 3.56341 -2.53770
H: -2.80112 2.51401 -1.27499
H: -0.44221 2.89349 -4.27145
H: 0.68788 1.49233 -4.28222
H: 1.07309 2.88681 -3.26347
H: -2.44615 1.64905 -4.15846
H: -3.04757 0.39365 -2.98903
H: -1.72437 0.01272 -4.10629
H: -2.64892 5.49221 -1.34021
H: -1.95950 5.90099 0.24090
H: -4.90426 2.68971 -0.77885
H: -5.57230 2.70738 0.88771
H: -3.88317 2.17753 0.59330
H: -2.92794 5.40720 2.73183
H: -3.14532 3.58287 2.67938
H: -4.51399 4.70736 3.06605
Te: -0.84621 -2.59535 -2.02654
C: -1.65072 -3.22150 -3.92734
C: -2.83756 -2.67286 -4.43182
C: -3.39640 -3.18832 -5.59875
C: -2.80812 -4.26962 -6.24631
C: -1.65452 -4.85475 -5.69841
C: -1.08300 -4.34280 -4.54383
C: -2.85536 -2.28833 -1.29035
C: -3.32513 -1.03047 -0.84906
C: -4.63090 -0.91115 -0.40380
C: -5.51794 -1.99508 -0.44967
C: -5.06824 -3.21777 -0.92854
C: -3.74158 -3.37483 -1.33779
H: -3.34954 -1.89083 -3.89691
H: -4.29510 -2.74190 -5.97397
H: -3.22474 -4.66031 -7.15871
H: -1.20763 -5.72194 -6.15977
H: -0.21225 -4.80302 -4.09184
H: -2.65779 -0.18031 -0.82306
H: -4.96716 0.05206 -0.03412
H: -6.52936 -1.87081 -0.11599
H: -5.72396 -4.08056 -0.96523
H: -3.39939 -4.31256 -1.76063
C: -2.29378 -1.00828 2.51984
C: -1.28436 -0.82161 1.48172
N: -0.48575 -0.64614 0.64347
H: -2.30811 -0.13377 3.21789
H: -2.08554 -1.91921 3.09821
H: -3.27911 -1.09179 2.05187

Forces on the atoms, in the same order (eV/Å):
-1.69 0.20 0.91
0.02 1.05 0.21
-0.70 0.54 -0.40
0.09 -0.54 -0.07
0.05 0.26 -0.03
-1.05 -0.32 0.25
0.56 -0.10 -0.24
1.04 0.46 -0.14
0.08 -0.26 0.00
-0.40 -0.57 -0.48
0.10 0.06 -0.03
-0.35 -0.23 0.30
-0.14 0.73 0.53
-0.01 0.13 -0.44
0.13 0.92 -1.61
-0.23 -2.16 0.87
-0.97 -0.70 -0.12
0.00 -0.28 -0.16
0.49 0.46 0.98
0.44 0.06 0.04
1.48 0.36 -0.24
-0.46 -0.22 0.07
-0.12 -0.37 -0.24
-0.39 0.06 0.67
-0.38 -0.92 1.03
0.85 -0.40 0.63
-2.51 -0.16 0.68
1.66 1.59 -1.46
0.82 -0.92 0.04
-0.46 0.85 -0.70
-0.42 0.04 -0.41
1.51 0.16 0.20
-0.12 1.58 -0.77
-0.04 -0.97 -0.06
0.79 -0.15 1.04
-0.26 -0.27 -0.46
0.13 -0.04 -0.10
0.16 -0.18 0.03
0.13 -0.34 0.08
0.17 0.02 -0.20
0.06 0.25 0.13
0.05 0.26 -0.19
0.08 0.06 0.17
-0.11 -0.17 -0.02
0.38 0.07 0.07
-0.08 0.09 0.09
0.01 -0.08 0.19
0.21 -0.13 -0.06
-0.67 -0.17 0.28
0.03 0.66 0.78
-0.05 -0.14 -0.53
0.15 -0.18 0.98
0.03 0.87 -0.49
-0.18 0.07 -0.23
0.03 -0.75 -0.42
-0.16 0.82 -0.80
-0.27 0.07 1.09
0.10 0.20 0.42
-1.23 0.22 0.32
0.76 -0.34 -0.03
-0.22 0.62 0.18
-0.63 0.20 -0.47
0.23 -0.46 -0.30
0.19 0.17 -0.02
-0.04 0.12 -0.20
0.05 -0.12 -0.01
-0.09 0.11 -0.04
0.06 0.07 -0.02
-0.14 -0.58 -0.63
0.37 0.41 -0.12
0.20 -0.42 -0.01
-0.14 -0.07 -0.06
-0.01 -0.06 0.39
-0.11 -0.22 0.50
0.53 0.50 -0.19
0.21 -0.08 0.07
0.07 -0.12 -0.25
-0.35 -0.16 -0.24
-0.08 -0.22 0.15
0.15 0.21 -0.25
-0.02 -0.04 -0.11
0.23 -0.23 0.38
0.04 -0.26 -0.18
-0.03 0.01 0.20
0.32 -0.04 -0.25
0.03 -0.11 0.05
0.06 -0.39 0.00
-0.02 0.47 0.07
0.33 -0.20 -0.06
-1.15 -0.28 -0.70
-0.43 0.07 0.37
0.53 -0.59 -0.26
0.44 -0.20 0.27
0.64 -0.01 0.53
-0.42 0.29 -0.20
-0.23 0.58 0.09
-0.09 0.39 -0.21
0.27 -1.13 -0.02
-0.43 -0.08 -0.03
0.82 0.21 -0.10
0.33 -0.15 0.01
0.12 0.73 0.01
0.03 0.25 0.00
-0.37 0.11 -0.25
-0.14 -0.10 -0.14
0.01 -0.10 -0.15
0.01 -0.07 -0.11
0.02 -0.01 -0.01
-0.08 -0.04 -0.04
-0.35 0.00 0.11
-0.08 0.10 -0.03
-0.02 -0.05 0.20
-0.03 0.45 0.52
1.69 0.51 -1.67
-1.69 -0.64 2.00
0.13 -0.67 -0.59
0.04 0.24 -0.23
0.13 -0.05 0.01

Summary:
spin multiplicity = 4
HOMO level (spin up / spin down) = -3.20 / -3.95 eV
electronic energy = -302692.61749 eV
frontier orbital gap (spin up / spin down) = 5.34 / 6.10 eV
charge = -1
<S²> = 3.760


Entry 2:
This record from OMol25 describes 12 unconnected molecules or ions with the total composition C40H65N12O9. The level of theory is ωB97M-V with the def2-TZVPD basis set.

Cartesian coordinates (Å):
C: 3.54176 -0.96438 0.00665
C: 2.02221 -0.92179 0.13892
C: 1.43100 0.49390 0.18216
N: -0.09004 0.52216 0.18415
C: -0.67522 -0.05222 1.43838
C: -2.15976 0.28042 1.56263
C: -2.47819 1.77570 1.46386
C: -1.77413 2.41115 0.27321
C: -0.34674 1.98400 0.04382
C: -0.64859 -0.18389 -1.00336
H: 3.92383 -0.26001 -0.73034
H: 3.74009 -2.01176 -0.20251
H: 3.97944 -0.67658 0.96546
H: 1.59423 -1.50068 0.95864
H: 1.57279 -1.36168 -0.75661
H: 1.80763 0.92084 -0.75388
H: 1.84904 1.15069 0.94481
H: -0.11088 0.38333 2.26646
H: -0.49483 -1.12404 1.38831
H: -2.51054 -0.15118 2.50162
H: -2.75498 -0.23957 0.80604
H: -2.07111 2.22407 2.37366
H: -3.55863 1.87582 1.41568
H: -1.70854 3.50052 0.20273
H: -2.43097 2.18630 -0.58097
H: 0.27931 2.65270 0.64307
H: 0.00685 2.27266 -0.94942
H: -1.72553 -0.02388 -0.98351
H: -0.52117 -1.24771 -0.81354
H: -0.26887 0.14595 -1.96328
C: -1.44054 6.59309 -2.71895
O: -1.13093 6.58605 -3.88559
N: -2.03372 5.49595 -2.09762
N: -1.26400 7.63507 -1.84602
H: -2.60905 5.64644 -1.28857
H: -1.94612 4.55326 -2.42091
H: -1.61541 7.52863 -0.91321
H: -0.82182 8.48615 -2.13357
C: 2.02284 0.87703 3.99627
O: 1.41918 0.87797 2.93501
N: 2.02146 -0.19870 4.87732
N: 2.70255 1.97611 4.44899
H: 2.01026 -1.09754 4.43534
H: 2.30860 0.07592 5.79820
H: 3.30183 2.02024 5.25121
H: 2.72690 2.72807 3.77920
C: -6.62834 -0.54648 0.11622
O: -6.51918 -0.13349 -1.02601
N: -7.82226 -0.52312 0.79787
N: -5.64238 -1.25564 0.73994
H: -8.46156 0.19407 0.49840
H: -7.96634 -0.87274 1.72717
H: -5.67279 -1.59771 1.68162
H: -4.87809 -1.58425 0.17307
C: 5.99778 -3.07821 1.38178
C: 6.32695 -3.38333 0.07360
C: 6.35773 -4.69665 -0.37906
C: 6.05298 -5.72573 0.50176
C: 5.53662 -5.42798 1.75499
C: 5.59168 -4.12283 2.21030
O: 5.00935 -3.89450 3.43658
O: 6.78477 -4.90440 -1.65316
H: 6.04181 -2.06289 1.75358
H: 6.63182 -2.65358 -0.66848
H: 6.01996 -6.72663 0.08388
H: 5.07962 -6.18937 2.37075
H: 5.22845 -3.02591 3.78406
H: 6.46103 -5.69163 -2.09614
C: -3.22951 -4.58745 0.72804
C: -2.14312 -3.97703 1.35133
C: -0.92521 -3.95042 0.69908
C: -0.80720 -4.45624 -0.58940
C: -1.88698 -5.05477 -1.20944
C: -3.11178 -5.11718 -0.53887
O: -4.15546 -5.83810 -1.05100
O: 0.15961 -3.42110 1.40121
H: -4.17437 -4.72755 1.23928
H: -2.22472 -3.49461 2.31641
H: 0.12511 -4.37371 -1.14012
H: -1.75226 -5.37471 -2.23556
H: -3.84407 -6.25725 -1.85957
H: 0.89778 -3.89722 0.99971
C: -2.27032 -0.32243 -3.81661
C: -2.01823 0.08787 -5.11438
C: -3.01432 0.67147 -5.88497
C: -4.30477 0.75342 -5.37801
C: -4.60377 0.33572 -4.08817
C: -3.57052 -0.23882 -3.34771
O: -3.86374 -0.73031 -2.08812
O: -2.70836 1.13976 -7.13558
H: -1.51224 -0.69446 -3.14236
H: -1.05195 0.20574 -5.59693
H: -5.11121 1.11462 -6.00741
H: -5.60231 0.46029 -3.69250
H: -4.76928 -0.43669 -1.88914
H: -3.23929 0.75033 -7.83486
C: -1.32085 0.01713 5.45702
C: -2.25141 1.05014 5.03406
N: -3.00787 1.82659 4.65794
H: -1.80788 -0.86244 5.88586
H: -0.75269 0.38703 6.30989
H: -0.73075 -0.33512 4.61560
C: -1.68847 4.94105 3.65435
C: -0.82101 5.17739 2.49523
N: -0.09712 5.32034 1.61389
H: -2.67159 4.69223 3.25157
H: -1.87027 5.92984 4.08332
H: -1.24316 4.22555 4.33161
C: 6.01723 1.91341 0.88887
C: 4.84915 2.70457 1.27893
N: 3.91527 3.31505 1.54145
H: 6.83384 2.04560 1.60136
H: 6.28841 2.23575 -0.11085
H: 5.75326 0.87466 1.09575
C: 2.10515 -2.91259 -5.81747
C: 1.64240 -2.67969 -4.45985
N: 1.36062 -2.52836 -3.35836
H: 2.58410 -3.88458 -5.89618
H: 2.78416 -2.10242 -6.08376
H: 1.28422 -2.86369 -6.53235
C: 1.85798 4.77980 -0.91383
C: 2.68660 3.95614 -1.79028
N: 3.38517 3.24059 -2.35675
H: 2.26136 4.79327 0.09750
H: 0.82985 4.43888 -0.86018
H: 1.93566 5.79311 -1.31135

Forces on the atoms, in the same order (eV/Å):
-0.97 0.02 0.94
-1.35 0.61 -0.26
1.42 -0.84 -0.91
1.69 1.23 -0.46
-0.57 0.37 0.11
-0.25 -0.40 -0.68
1.29 0.01 0.90
-1.17 -0.19 -1.58
-0.49 1.13 -0.36
-0.93 -0.43 0.82
-0.07 -0.28 -0.34
0.77 0.17 -0.19
0.18 -0.20 0.03
0.62 -0.12 0.24
0.32 -0.22 -0.06
-0.72 0.32 -0.20
-0.54 -0.41 0.20
-0.38 -0.30 -0.43
-0.04 -0.02 0.12
0.03 0.24 0.14
0.14 -0.12 -0.11
-0.42 0.17 0.12
0.00 0.38 0.10
-0.34 0.06 0.77
0.43 -0.26 -0.25
0.24 -0.97 0.79
-0.37 -0.33 -0.24
0.04 0.12 -0.19
0.22 -0.05 -0.41
0.56 0.17 0.32
-0.29 -0.56 0.12
0.50 0.15 -0.06
-0.13 0.28 0.62
-0.22 -0.29 -0.06
0.11 -0.14 0.06
-0.08 0.16 -0.59
0.29 0.27 0.10
-0.14 0.06 -0.16
0.41 0.09 1.29
0.88 0.06 0.56
-0.18 1.70 -1.06
-0.68 -0.02 -0.76
-0.02 -0.40 0.63
0.31 -1.12 0.21
0.05 -0.24 -0.03
0.15 0.25 0.10
-0.70 -1.57 0.55
0.37 0.54 -0.12
-0.05 0.87 -0.36
0.72 0.09 -0.15
-0.09 -0.12 -0.06
0.35 -0.03 0.04
-0.33 0.07 0.01
0.02 0.09 -0.05
0.12 -0.63 -0.02
0.57 0.01 -0.60
0.15 -0.21 0.66
-0.96 -0.01 -0.74
0.48 -0.03 -0.17
-0.86 0.43 0.11
0.09 -0.10 0.36
0.35 0.54 -0.59
-0.10 0.05 -0.04
-0.08 0.28 0.28
0.10 -0.13 0.34
0.22 -0.04 0.14
0.14 0.05 -0.18
-0.18 -0.22 0.47
-0.21 0.22 0.41
-0.24 0.06 -0.47
-0.15 0.20 0.46
0.29 0.14 0.05
-0.16 0.63 0.17
0.56 -0.94 -0.43
0.03 0.36 0.00
-0.15 -0.55 -0.84
0.01 0.17 0.03
-0.05 -0.26 0.14
0.05 0.02 0.13
-0.24 -0.26 0.04
-0.21 -0.04 -0.06
0.42 0.37 0.36
-0.28 -0.10 -0.08
0.36 1.30 -0.64
-0.85 -0.79 0.24
-0.46 0.09 -0.06
0.90 -0.11 -0.68
-0.80 -0.04 0.85
0.36 0.35 -0.18
0.59 0.26 -0.20
-0.04 -0.26 -0.45
0.27 -0.61 0.48
0.13 0.24 0.02
-0.02 -0.20 0.10
-0.25 -0.13 0.33
-0.24 -0.08 0.20
-0.17 -0.38 0.66
-0.33 -0.36 -0.08
0.06 0.16 0.10
-0.49 0.16 -0.30
0.52 0.15 -0.40
0.36 0.28 0.13
-0.37 1.27 -1.12
0.38 -0.36 0.17
-0.23 0.01 0.00
0.08 -0.70 0.32
0.32 -0.21 0.52
-0.26 -0.09 0.13
-0.33 0.14 1.19
0.29 -0.01 0.00
-0.26 0.03 0.20
0.06 0.61 -0.20
0.18 -0.66 -0.17
-0.03 -0.15 -1.02
-0.19 0.41 -0.34
0.12 -0.22 0.15
-0.20 0.11 0.13
0.12 0.05 0.03
0.20 -0.20 -0.01
-0.11 -0.10 0.14
0.49 0.49 -0.31
0.06 -0.62 0.62
-0.11 0.08 -0.13
0.11 -0.17 -0.05
-0.08 0.15 -0.24
-0.47 0.07 0.15

Summary:
HOMO level = -9.76 eV
electronic energy = -78838.17385 eV
frontier orbital gap = 7.78 eV
charge = +1